[1]
Here is a 2-piece molecular cluster, C6H12O overall from OMol25. Energies are from ωB97M-V with the def2-TZVPD basis set.

Each line ends with the Löwdin charge.
Cartesian coordinates (Å):
C: -1.7436 0.9749 -1.2256  0.0162
C: -1.7705 -0.3367 -0.9658  -0.1649
C: -0.6349 -1.1824 -0.4906  -0.3008
C: -0.9349 -2.0091 0.7637  -0.0592
C: 0.6080 -0.8290 -0.8245  -0.1211
C: 1.8327 -0.8212 0.0904  -0.0785
H: -1.1489 1.7092 -0.6827  0.0725
H: -2.6411 1.3338 -1.7193  0.0505
H: -2.6919 -0.8771 -0.7745  0.0934
H: -1.9746 -1.7655 0.9828  0.0628
H: -0.8109 -3.0991 0.6916  0.0820
H: -0.3386 -1.7231 1.6372  0.0715
H: 0.5969 0.0057 -1.5234  0.0863
H: 2.7394 -1.0593 -0.4548  0.0615
H: 1.9873 0.1214 0.6302  0.0759
H: 1.5926 -1.6177 0.7990  0.0543
O: 1.5964 3.9982 0.8016  -0.0558
H: 2.2793 3.3769 0.5370  0.0258
H: 1.4572 3.8000 1.7280  0.0276

Values from the calculation:
Structure (SMILES): C=C/C(C)=C/C.O
ΔE to the lowest compared entry with this formula, charge and spin, eV: 2.897
Gap between HOMO and LUMO, eV: 9.13



[2]
Here is C24H15FIrN4O6S5 as an isolated structure from OMol25. Energies are from ωB97M-V with the def2-TZVPD basis set.

Each line ends with the Löwdin charge.
Cartesian coordinates (Å):
Ir: -0.1381 0.3320 0.0210  0.9288
S: -0.2398 5.2847 5.2091  0.4664
C: -0.1788 4.1320 4.0304  -1.5252
S: 0.3862 4.4354 2.4287  0.8998
C: 0.1929 2.8203 1.8037  -1.0959
C: -0.3150 1.9116 2.6614  -1.0935
S: -0.5874 0.2309 2.2436  0.6030
S: -0.6874 2.5003 4.2599  0.8955
S: 0.6067 2.4505 0.1436  0.5890
F: 5.0317 -1.9190 3.1233  0.0899
C: 4.9588 -2.1603 1.8092  -0.1848
C: 4.4117 -1.2764 0.9705  0.0531
N: 4.3523 -1.4948 -0.3899  0.0123
C: 3.6569 -0.5460 -1.2487  -0.0207
C: 2.2022 -0.3339 -0.8798  -0.6702
O: 1.4720 0.2565 -1.7052  -0.0987
O: 1.7719 -0.6859 0.2572  -0.1361
C: 4.8685 -2.6408 -0.9583  -0.4657
O: 4.8561 -2.8742 -2.1492  0.0765
N: 5.4269 -3.5230 -0.0524  0.2123
C: 5.5017 -3.4222 1.3345  -0.4037
O: 5.9814 -4.3044 2.0104  0.0922
H: 3.9888 -0.3489 1.3268  0.1547
H: 3.7221 -0.9076 -2.2701  0.1310
H: 4.1499 0.4278 -1.2016  0.1482
H: 5.7958 -4.3712 -0.4567  0.1654
O: -2.8875 2.8486 -0.1827  0.0778
C: -3.0701 1.6578 -0.1584  -0.5219
N: -4.2969 1.0244 -0.1107  0.1565
C: -4.2022 -0.4206 0.0248  -0.2490
C: -2.6740 -0.5502 -0.0285  -0.5057
O: -1.9664 -1.5648 0.0328  -0.0313
N: -2.1161 0.6415 -0.1637  -0.0613
C: -4.7817 -0.9147 1.3539  -0.1154
C: -4.0983 -1.8015 2.1762  -0.0087
C: -4.6598 -2.2175 3.3766  -0.0711
C: -5.9068 -1.7603 3.7687  -0.0963
C: -6.5964 -0.8766 2.9497  -0.0845
C: -6.0360 -0.4601 1.7540  -0.0362
C: -4.8760 -1.1516 -1.1425  -0.1181
C: -4.3027 -2.2655 -1.7437  -0.0078
C: -4.9432 -2.8998 -2.8006  -0.0776
C: -6.1634 -2.4379 -3.2654  -0.1000
C: -6.7446 -1.3297 -2.6644  -0.0856
C: -6.1033 -0.6937 -1.6146  -0.0365
H: -5.1215 1.5659 0.0699  0.1379
H: -3.1228 -2.1623 1.8827  0.1052
H: -4.1067 -2.8983 4.0110  0.1035
H: -6.3379 -2.0835 4.7075  0.0974
H: -7.5700 -0.5058 3.2442  0.0993
H: -6.5931 0.2310 1.1329  0.1004
H: -3.3544 -2.6382 -1.3825  0.1079
H: -4.4753 -3.7590 -3.2645  0.1014
H: -6.6566 -2.9316 -4.0930  0.0965
H: -7.6962 -0.9536 -3.0185  0.0990
H: -6.5647 0.1806 -1.1736  0.1010

Values from the calculation:
ΔE to the lowest compared entry with this formula, charge and spin, eV: 0.463
Net charge: -1
Gap between HOMO and LUMO, eV: 6.74



[3]
Here is a 8-piece molecular cluster, C34H40N8 overall from OMol25. Energies are from ωB97M-V with the def2-TZVPD basis set.

Each line ends with the Löwdin charge.
Cartesian coordinates (Å):
C: 21.8392 -8.5601 -11.2339  -0.1171
C: 21.3297 -8.4863 -9.9250  -0.1211
C: 21.0821 -9.7511 -9.5009  -0.1365
N: 21.5251 -10.6197 -10.4835  0.0079
C: 22.1532 -9.8756 -11.4523  -0.1423
H: 21.9636 -7.7488 -11.9347  0.0913
H: 21.0714 -7.5255 -9.5073  0.0934
H: 20.4432 -10.1781 -8.7432  0.0909
H: 21.3713 -11.5947 -10.6535  0.1366
H: 22.5756 -10.4363 -12.2739  0.1040
C: 18.3616 -10.5282 -6.3692  -0.0944
C: 17.5729 -9.5076 -5.7707  -0.1327
C: 18.4268 -8.5425 -5.2992  -0.1479
N: 19.6884 -9.0519 -5.3709  0.0336
C: 19.6501 -10.2952 -5.9183  -0.1369
H: 17.9653 -11.4019 -6.8567  0.0771
H: 16.4929 -9.4931 -5.7799  0.0891
H: 18.2295 -7.5668 -4.8867  0.1035
H: 20.5297 -8.6168 -5.0291  0.0990
H: 20.5345 -10.8980 -6.0334  0.0850
C: 12.5535 -12.0125 -6.7934  -0.1177
C: 13.5364 -11.9236 -7.7918  -0.1244
C: 14.7382 -11.7373 -7.1584  -0.1495
N: 14.5118 -11.7905 -5.8106  0.0056
C: 13.2014 -12.0823 -5.5600  -0.1280
H: 11.5122 -12.2607 -6.9339  0.0848
H: 13.4272 -12.0449 -8.8572  0.0893
H: 15.7314 -11.7880 -7.5689  0.0931
H: 15.2960 -11.6333 -5.1881  0.0976
H: 12.8471 -12.1913 -4.5507  0.0861
C: 23.1427 -8.4998 -3.9624  -0.1128
C: 23.6936 -9.7151 -3.4602  -0.0909
C: 22.9984 -9.9443 -2.3027  -0.1629
N: 22.0168 -9.0341 -2.1188  0.0330
C: 22.0869 -8.1358 -3.1615  -0.1601
H: 23.5735 -7.8817 -4.7363  0.0892
H: 24.4556 -10.3308 -3.9030  0.0901
H: 23.2048 -10.7121 -1.5694  0.1089
H: 21.4421 -8.9619 -1.3025  0.1213
H: 21.4314 -7.2891 -3.2906  0.0916
C: 19.2096 -5.2052 -1.9404  -0.1265
C: 18.7538 -6.5336 -1.7467  -0.0962
C: 19.5046 -7.0194 -0.7076  -0.1767
N: 20.4182 -6.0857 -0.3306  0.0142
C: 20.2290 -4.9426 -1.0834  -0.1258
H: 18.8111 -4.4743 -2.6295  0.0948
H: 18.0598 -7.0464 -2.3901  0.0807
H: 19.4285 -7.9773 -0.2148  0.0965
H: 20.9732 -6.1302 0.5039  0.1454
H: 20.8665 -4.0969 -0.8921  0.1093
C: 21.9401 -5.4353 -5.6037  -0.1069
C: 23.0091 -5.2325 -6.5076  -0.1159
C: 23.2409 -3.8754 -6.5808  -0.1362
N: 22.4390 -3.2397 -5.6557  0.0165
C: 21.6772 -4.2004 -5.0616  -0.1480
H: 21.5244 -6.4231 -5.4947  0.0691
H: 23.4215 -5.8451 -7.2945  0.0948
H: 23.8748 -3.3785 -7.2967  0.1027
H: 22.3549 -2.2813 -5.3814  0.1419
H: 21.0063 -3.9053 -4.2680  0.0953
C: 16.1417 -11.0749 -0.2884  -0.0656
C: 16.8936 -10.2938 -1.1425  -0.0667
C: 16.6349 -10.2517 -2.5040  -0.1291
N: 15.6701 -10.9672 -3.0592  0.0566
C: 14.9540 -11.7901 -2.2685  -0.1313
C: 15.1494 -11.8353 -0.8980  -0.0754
H: 16.4524 -11.2947 0.7231  0.1075
H: 17.6601 -9.6626 -0.7061  0.0850
H: 17.0161 -9.5353 -3.2254  0.0822
H: 14.1611 -12.4062 -2.6694  0.0908
H: 14.5205 -12.5809 -0.4238  0.1023
C: 22.4434 -13.5480 -8.0205  -0.0845
C: 23.3011 -14.2708 -8.8353  -0.0860
C: 24.4957 -13.7065 -9.2713  -0.1579
N: 24.9129 -12.5058 -8.8648  0.0564
C: 24.0948 -11.8315 -8.0259  -0.1407
C: 22.8980 -12.3298 -7.5384  -0.0820
H: 21.5168 -14.0343 -7.7470  0.1048
H: 22.9561 -15.2065 -9.2584  0.0976
H: 25.1913 -14.2389 -9.9074  0.0998
H: 24.5643 -10.9424 -7.6275  0.1024
H: 22.3417 -11.8305 -6.7581  0.0776

Values from the calculation:
Structure (SMILES): c1cc[nH]c1.c1cc[nH]c1.c1cc[nH]c1.c1cc[nH]c1.c1cc[nH]c1.c1cc[nH]c1.c1ccncc1.c1ccncc1
ΔE to the lowest compared entry with this formula, charge and spin, eV: 2.125
Gap between HOMO and LUMO, eV: 8.17



[4]
Here is a single C4H2F4 molecule from OMol25. Energies are from ωB97M-V with the def2-TZVPD basis set.

Each line ends with the Löwdin charge.
Cartesian coordinates (Å):
C: -0.0330 -0.1092 -0.0105  -0.1129
C: 0.3274 1.0275 -0.7502  0.1088
C: 1.1948 -0.6530 0.7676  -0.2734
C: -1.4941 -0.3211 -0.1035  -0.2669
F: 2.3510 -0.7826 0.0895  0.0858
F: 1.0443 -1.5570 1.6984  0.1292
F: -2.2997 0.7895 -0.0575  0.0639
F: -2.1328 -1.3380 0.4414  0.1175
H: -0.3958 1.6082 -1.1653  0.0283
H: 1.4379 1.3356 -0.9100  0.1197

Values from the calculation:
ΔE to the lowest compared entry with this formula, charge and spin, eV: 2.672
Gap between HOMO and LUMO (alpha / beta), eV: 7.82 / 7.78



[5]
Here is an isolated ion of composition C8H18N2 and charge +2 from OMol25. Energies are from ωB97M-V with the def2-TZVPD basis set.

Each line ends with the Löwdin charge.
Cartesian coordinates (Å):
C: -0.4682 -0.9204 0.1001  -0.1956
C: 1.2150 1.2992 0.2635  -0.1191
C: -0.1281 1.2866 0.8869  -0.1089
C: 1.9670 -0.0306 0.4583  -0.2809
C: -1.2162 -2.1729 -0.0533  0.0261
C: 2.8828 -0.4184 -0.7414  0.0231
C: -2.3824 0.3533 0.7468  0.0197
C: -1.1705 0.9736 -1.2813  0.0290
N: 0.9560 -1.0322 0.4306  0.2582
N: -1.0208 0.3929 0.0654  -0.2919
H: 1.1900 1.7216 -0.8549  0.1787
H: 1.8542 2.0528 0.8426  0.1765
H: -0.0303 0.6538 1.8170  0.1698
H: -0.6412 2.2798 1.1588  0.1939
H: 2.4859 -0.0798 1.3464  0.1582
H: -2.2338 -1.9821 -0.3916  0.1104
H: -1.1671 -2.6988 0.9366  0.1471
H: -0.8747 -2.7720 -0.8630  0.1059
H: 2.2744 -0.9239 -1.5835  0.1268
H: 3.7600 -1.1096 -0.5532  0.1275
H: 3.3044 0.4845 -1.2108  0.1134
H: -2.2847 -0.3688 1.6863  0.1675
H: -2.6743 1.3635 1.2027  0.1396
H: -3.3166 0.1668 0.1353  0.1377
H: -0.4733 0.4872 -2.0228  0.1425
H: -2.1710 0.9943 -1.7471  0.1331
H: -0.8779 2.0194 -1.2112  0.1128
H: 1.2412 -2.0200 0.4370  0.1988

Values from the calculation:
Net charge: +2
Gap between HOMO and LUMO (alpha / beta), eV: 10.43 / 7.90
Spin multiplicity: 3



[6]
Here is a 2-piece molecular cluster, C4H12 overall from OMol25. Energies are from ωB97M-V with the def2-TZVPD basis set.

Each line ends with the Löwdin charge.
Cartesian coordinates (Å):
C: 1.3402 1.9116 0.3917  -0.1811
C: -0.2080 2.0203 0.3744  -0.1995
H: 1.7151 2.5389 1.3096  0.1026
H: 1.6192 0.9123 0.4053  0.0084
H: 1.6280 2.3347 -0.5639  0.0545
H: -0.6211 1.4654 -0.4259  -0.0031
H: -0.5240 3.1552 0.2353  0.0952
H: -0.6519 1.5235 1.4067  0.1141
C: -0.7579 -2.5973 0.0681  -0.1539
C: -0.4077 -1.4001 -0.8248  -0.1771
H: 0.1838 -3.0911 0.3679  0.0756
H: -1.0944 -2.0926 0.9157  0.0336
H: -1.4963 -3.2706 -0.3289  0.0588
H: 0.5164 -0.9853 -0.4843  0.0306
H: -0.0655 -1.7556 -1.8980  0.1019
H: -1.1761 -0.6692 -0.9489  0.0394

Values from the calculation:
Structure (SMILES): CC.CC
ΔE to the lowest compared entry with this formula, charge and spin, eV: 1.059
Gap between HOMO and LUMO, eV: 12.65



| no. | energy (eV) |
| --- | --- |
| 1 | -8461.4565 |
| 2 | -103115.6609 |
| 3 | -47824.0130 |
| 4 | -15045.3879 |
| 5 | -11545.3301 |
| 6 | -4341.4696 |